[1]
Computed, not measured: a molecular structure, C21H24BN7PdS at a distorted geometry, with ωB97M-V/def2-TZVPD.

Geometry as XYZ:
```
55
Properties=species:S:1:pos:R:3:mulliken_charge:R:1
C -1.041 -1.629 -2.430 -0.156
C 4.151 0.300 1.383 -1.134
C 1.608 -4.401 0.525 -0.267
H -1.200 -1.171 -5.768 0.471
H 4.088 1.821 3.017 0.469
H -1.282 -2.329 -1.640 0.468
C -1.894 2.217 1.174 -0.615
N -0.021 2.457 2.265 -0.513
N -0.463 -0.490 -2.057 0.246
C -2.942 -1.158 0.845 0.179
H -0.120 0.956 -5.060 0.424
H -5.351 -0.219 -0.052 0.347
H -6.296 -0.952 1.244 0.362
C 3.080 -0.124 0.614 -0.620
N 0.725 -1.983 0.254 -0.061
H 0.988 -5.069 -0.075 0.278
H 2.002 4.751 -2.073 0.522
H -0.597 4.027 3.544 0.468
C 3.078 -4.483 0.074 -1.149
H -2.568 1.816 0.436 0.691
Pd 0.090 0.169 0.093 -0.591
C -2.095 3.240 2.085 -1.132
C 1.097 -3.058 0.387 0.177
C -5.322 -0.547 0.985 -1.148
B 1.424 2.366 2.758 0.182
H 1.512 -4.706 1.569 0.291
N -1.916 -0.741 0.555 -0.060
N 1.980 0.517 1.025 0.775
H 3.709 -3.840 0.684 0.329
H 1.627 3.427 0.135 0.498
H -4.481 -2.508 0.561 0.279
C 1.346 3.063 -0.845 -0.399
H -1.796 -2.856 -4.010 0.424
C -0.994 -0.982 -4.723 -0.399
C -0.394 0.201 -4.336 -0.937
H 3.422 -5.508 0.185 0.362
N 2.300 1.365 2.004 -0.513
H 1.438 2.116 3.937 -0.090
N -0.648 1.754 1.320 0.774
C -1.326 -1.919 -3.750 -1.008
H -5.124 0.311 1.625 0.328
H 3.181 -4.196 -0.971 0.347
H -2.990 3.816 2.239 0.453
C -4.259 -1.642 1.187 -0.271
H -4.249 -1.976 2.227 0.291
H 1.929 3.458 2.682 -0.019
H 5.173 -0.027 1.321 0.453
C 0.482 1.615 -2.461 -0.027
H 3.058 -0.832 -0.197 0.695
S 1.009 2.957 -3.396 -0.185
C -0.887 3.356 2.753 -0.108
C -0.138 0.423 -2.985 1.590
C 0.733 1.828 -1.127 0.882
C 3.612 1.238 2.247 -0.107
C 1.553 3.775 -1.983 -0.547
```

The HOMO-LUMO gap (alpha / beta) comes out at 5.10 / 5.09 eV. The calculation puts the strongest force on any atom at 3.69 eV/A. The value obtained for the LUMO energy (alpha / beta) is -9.0251 / -9.0272 eV. The value obtained for the energy relative to the best compared isomer or geometry (same formula, charge and spin) is 53.60 kcal/mol. The total charge is +2. Its calculated total energy is -47570.9213 eV. The molar mass is 523.8 Da.

=====

[2]
Computed, not measured: a molecular structure, C3H6F3N4NiO3S6, with ωB97M-V/def2-TZVPD.

Geometry as XYZ:
```
26
Properties=species:S:1:pos:R:3:mulliken_charge:R:1
O 0.814 1.699 -1.938 -0.817
H -1.897 -1.565 -0.305 0.203
S -3.686 -0.004 -0.778 -0.489
N -0.999 -1.418 -0.776 -0.256
S 2.527 -2.745 3.079 -0.139
H -1.177 1.929 -2.371 0.327
C -2.294 0.407 -1.604 0.364
H -0.791 -2.291 -1.253 0.294
S 2.002 -0.797 2.623 -0.323
F 2.367 3.369 -0.116 -0.234
O 0.594 1.013 0.402 -0.616
S 1.429 1.026 -0.805 1.129
F 3.680 2.219 -1.400 -0.222
N -2.123 1.594 -2.240 -0.402
S 0.730 -3.719 3.008 -0.179
H -2.540 -0.350 3.838 0.293
C -1.146 -0.737 2.250 0.418
N -1.231 -0.408 -1.725 -0.234
F 3.484 1.701 0.691 -0.199
S 0.211 -3.481 1.026 -0.340
O 1.995 -0.270 -1.092 -0.628
Ni 0.370 -1.109 0.952 0.238
H -2.852 2.271 -2.114 0.220
C 2.827 2.137 -0.371 0.507
N -1.906 -0.513 3.089 -0.221
H -0.391 0.039 -2.068 0.303
```

The HOMO-LUMO gap (alpha / beta) comes out at 6.71 / 6.63 eV. The calculation puts the strongest force on any atom at 0.39 eV/A. As for the multiplicity: 3. The value obtained for the LUMO energy (alpha / beta) is 2.6762 / 2.6643 eV. The value obtained for the energy relative to the best compared isomer or geometry (same formula, charge and spin) is 0.00 kcal/mol. The total charge is -1. Its calculated total energy is -129522.2519 eV. The molar mass is 454.2 Da.

=====

[3]
Computed, not measured: 8 unconnected molecules or ions with the total composition C32H78BrN2O8 at a distorted geometry, with ωB97M-V/def2-TZVPD.

Geometry as XYZ:
```
121
Properties=species:S:1:pos:R:3:mulliken_charge:R:1
H -4.488 1.123 1.588 0.499
H 3.692 5.562 6.168 0.338
H 5.775 8.565 0.600 0.289
C 2.794 -5.433 2.432 -1.181
H -3.072 3.757 4.151 0.345
O -2.190 -2.561 -4.200 -0.395
O 4.398 -1.084 -3.076 -0.322
H -6.780 -0.465 1.049 0.159
C -2.290 3.389 4.815 -1.166
H -7.764 -1.867 0.549 0.297
H 2.858 -2.152 0.236 0.323
H 5.267 1.463 -3.269 0.282
H 2.249 5.017 0.116 0.409
H 3.607 3.887 6.688 0.303
H -4.465 0.255 3.881 0.337
H -5.851 -0.989 -1.577 0.160
H 7.010 6.380 0.666 0.325
H 2.603 2.907 3.870 0.231
O -2.340 -1.262 0.066 -0.100
H -0.389 -3.417 -4.224 0.279
H -4.418 2.007 3.936 0.284
H 4.537 1.109 -4.838 0.274
O 2.320 4.500 5.176 -0.444
H -6.182 -3.117 -2.048 0.229
C 5.471 -0.600 -3.861 -0.401
H 2.206 -5.763 0.379 0.325
H 0.956 3.427 4.183 0.160
C -7.192 -0.982 0.148 -0.342
H -2.706 3.317 5.821 0.302
C 3.589 4.538 5.806 -0.380
O -2.689 0.984 4.459 -0.494
C -9.718 -1.764 -1.354 0.341
C 4.740 4.213 4.871 -0.758
H -3.481 -2.153 -5.775 0.255
C -4.290 -3.783 -4.601 -1.195
H 1.337 1.262 5.281 0.440
C -1.104 -0.624 -0.190 -0.617
H 3.206 -2.787 -4.806 0.293
H -3.873 -4.584 -5.215 0.338
H 3.364 5.740 2.178 0.245
H 3.816 -3.156 1.314 0.333
C 3.738 -3.853 -0.735 -1.078
H -0.476 -0.599 0.710 0.412
C -3.555 1.128 2.152 -0.815
H -5.068 -1.507 -0.037 -0.579
H 0.540 -0.637 -1.593 0.314
C 5.979 6.435 0.313 -0.337
H -7.076 -3.343 -0.716 0.277
C -2.279 -2.637 0.403 -0.108
C 3.109 -3.186 0.476 -0.367
H 2.430 -1.375 -2.884 -0.278
H 1.082 2.520 6.503 0.282
C 3.339 5.059 0.144 -1.201
H 2.703 1.898 6.193 0.389
H 5.698 4.368 5.371 0.407
H 6.405 8.094 -0.988 0.389
C 5.381 0.882 -4.185 -1.065
Br -10.934 -1.319 0.204 -0.325
H -3.994 -1.707 -4.153 0.366
H 1.880 -1.698 -5.254 0.212
H 3.720 4.058 0.353 0.294
O -9.872 -2.785 -1.881 -0.464
H 2.684 -6.478 2.725 0.409
C -1.752 2.037 4.368 0.157
H -1.367 0.409 -0.422 0.401
H 4.690 7.915 -0.632 0.273
C 5.691 7.834 -0.206 -1.047
C -8.680 -0.628 -1.656 -0.195
C -1.320 -3.504 -4.788 -0.203
H 3.530 -1.329 -5.750 0.358
H -4.299 -4.117 -3.562 0.281
C -1.456 -2.913 1.650 -0.870
H -8.028 -1.150 -2.415 0.033
H -2.987 2.011 1.846 0.251
H 5.880 5.702 -0.497 0.288
H -1.940 -3.404 -6.874 0.391
H 6.290 1.206 -4.695 0.394
H -0.403 -2.691 1.468 0.018
H 4.064 -4.871 -0.517 0.356
C -0.342 -1.236 -1.355 -0.716
H -1.897 -3.227 -0.438 0.143
C -1.047 -3.261 -6.264 -1.295
H -3.318 -2.936 0.547 0.348
H 4.711 4.855 3.989 0.047
H -1.529 -3.967 1.927 0.439
H 4.606 -3.289 -1.076 0.341
H 2.831 0.080 -3.780 0.318
H -1.342 2.109 3.353 0.206
C 2.925 -1.741 -4.941 -1.017
H -0.931 1.745 5.024 0.014
H 0.876 -5.390 1.465 0.358
N -6.165 -3.022 -1.035 -0.640
C -3.504 -2.490 -4.731 -0.275
C 3.102 -0.972 -3.643 0.306
H 3.416 7.042 1.001 0.257
H -5.320 -3.621 -4.922 0.420
C 1.911 -5.138 1.231 -0.350
H -0.286 -3.958 -6.622 0.384
C 3.789 6.035 1.218 -0.129
H 3.683 5.352 -0.849 0.318
H 4.713 3.178 4.527 0.268
H -1.800 -2.305 2.489 0.200
C -5.987 -1.587 -0.653 0.482
N -8.019 -0.023 -0.560 -0.805
H 2.508 -4.802 3.276 0.308
O 5.192 6.058 1.427 -0.395
H -0.005 -2.250 -1.130 0.127
C 1.919 3.241 4.659 0.054
H -2.988 0.241 1.871 0.053
H 5.571 -1.186 -4.783 0.325
H -0.994 -1.283 -2.230 0.120
H 3.016 -3.898 -1.552 0.246
H -0.690 -2.242 -6.423 0.299
H -9.281 0.134 -2.218 0.365
H -1.486 4.128 4.822 0.376
H 3.850 -5.257 2.219 0.267
C 1.757 2.167 5.721 -1.314
H 6.364 -0.792 -3.265 0.342
C -3.847 1.120 3.640 -0.404
O 1.877 -3.772 0.863 -0.340
H -1.690 -4.525 -4.634 0.330
```

The HOMO-LUMO gap comes out at 4.14 eV. The calculation puts the strongest force on any atom at 1.85 eV/A. The value obtained for the LUMO energy is 1.6964 eV. The total charge is -1. Its calculated total energy is -123848.2407 eV. The molar mass is 698.9 Da.